1.
A 10-piece molecular cluster, C36H60O30 overall. Source: the OMol25 dataset; level of theory: ωB97M-V/def2-TZVPD.

```
126
Properties=species:S:1:pos:R:3:lowdin_charge:R:1
H 6.304 -0.550 4.977 0.12
H -1.166 -1.694 1.023 0.13
O -0.838 -5.663 -4.744 0.02
H 3.603 1.557 4.759 0.09
H -4.421 -3.075 -2.612 0.07
H -1.791 -1.131 -4.104 0.07
H 2.653 -1.844 -0.054 0.12
C 5.814 -0.421 2.841 -0.13
H -0.437 -0.194 -4.471 0.09
H -2.800 2.459 -3.760 0.11
H -2.147 -4.695 1.941 0.09
C 4.710 3.916 0.709 -0.57
H 1.626 -3.968 -0.954 0.08
C -1.866 1.808 4.161 -0.21
C 2.697 2.965 0.473 -0.12
H 3.497 -4.625 4.533 0.14
C 2.517 -1.902 -1.131 -0.28
O 0.231 -4.616 -6.365 0.15
H 2.737 1.871 0.493 0.12
H -2.626 8.142 -1.974 0.09
C 1.568 -3.034 -1.513 -0.01
C -1.507 -5.564 -3.481 -0.03
H -3.720 -0.357 -1.486 0.10
C 2.702 -0.102 -2.570 -0.55
H 0.533 -2.692 -1.437 0.07
C 0.371 1.201 4.672 -0.61
C -0.423 -4.573 -5.366 -0.61
C -1.051 4.874 0.186 -0.55
H -1.964 -6.542 -3.338 0.10
C -0.225 -2.203 -5.135 -0.18
O 7.515 0.757 3.911 0.06
C -7.026 0.597 -4.570 -0.05
H 0.867 -2.222 -5.169 0.13
C -2.050 6.861 -0.328 -0.29
H -3.116 1.753 -2.236 0.07
H -7.111 0.287 -3.530 0.09
O 0.425 -1.580 2.441 0.08
O 4.208 -4.356 0.327 0.17
C -0.696 -1.193 -4.115 -0.05
O 5.877 4.095 0.578 0.17
O 2.334 -4.198 1.549 0.04
H -0.202 1.619 -0.416 0.08
H -3.503 -4.541 3.089 0.10
H -1.740 0.772 -0.216 0.08
C -0.743 -1.067 1.809 -0.04
O -2.356 4.560 -0.125 0.04
H -3.900 3.232 -2.672 0.09
H -1.693 6.686 -2.388 0.10
C -3.597 -1.440 -1.516 -0.22
O 0.081 0.147 5.148 0.16
H 5.934 -1.336 2.259 0.13
H 4.653 -1.841 -1.104 0.13
C 1.520 -0.899 2.061 -0.55
O 7.693 2.387 2.379 0.18
H 2.059 4.428 1.955 0.12
C 3.357 -4.111 3.585 -0.13
H -0.837 -5.327 -2.661 0.09
O -0.265 4.046 0.521 0.15
H -1.503 -0.762 2.523 0.12
H 2.699 0.146 5.104 0.09
H -0.592 -2.106 -6.156 0.13
O -5.344 3.674 -4.448 0.15
O -0.471 2.123 4.160 0.02
C 2.054 -4.494 2.934 -0.10
H 2.582 1.552 6.275 0.11
C -0.655 0.659 -0.165 0.01
O 4.099 4.062 1.927 0.05
C 3.672 -4.269 1.382 -0.58
C -3.618 2.251 -3.065 -0.05
O 6.156 0.761 2.170 0.07
C 2.759 3.597 1.851 -0.11
H -4.716 -1.463 -3.324 0.07
O -0.840 6.166 0.023 0.10
O 1.574 1.730 4.494 -0.02
H 1.133 -3.982 3.201 0.12
O 1.871 -0.740 -1.681 0.02
C -4.686 -2.037 -2.401 -0.04
H 7.566 -1.262 3.853 0.13
C -5.565 2.518 -4.285 -0.62
H -3.753 -5.350 1.558 0.10
O -3.654 -1.887 -0.167 0.02
H -2.326 2.603 2.163 0.06
H -0.342 -0.030 -0.950 0.07
C 2.686 1.232 5.243 -0.01
H -3.723 5.893 0.699 0.13
H -0.903 8.147 -1.706 0.09
H -0.683 0.985 1.929 0.12
C -3.219 -4.531 2.041 -0.03
H -2.340 1.938 5.137 0.13
O -4.768 1.667 -3.633 0.00
H -2.202 7.615 0.448 0.15
H -3.764 5.748 -1.069 0.13
H 3.920 -2.845 -2.459 0.14
H -2.570 -1.581 -1.863 0.11
H -2.004 3.789 3.385 0.09
O -2.601 -3.882 -0.507 0.13
C -0.220 0.272 1.243 -0.30
C 3.866 -1.950 -1.845 -0.07
O 1.166 0.150 1.320 0.11
O 2.651 -1.182 2.332 0.14
O 3.815 3.532 -0.190 0.09
C -2.495 2.832 3.216 -0.05
O -0.721 -3.469 -4.657 -0.02
H 1.846 -5.556 3.104 0.13
H -6.389 -0.142 -5.064 0.09
H -2.004 0.766 3.871 0.10
O 4.319 -4.322 2.563 0.08
C -3.112 5.762 -0.194 -0.09
O 2.421 0.876 -3.181 0.16
H -7.951 0.505 -5.134 0.10
C 7.175 1.405 2.794 -0.57
O -6.682 1.966 -4.732 0.02
H 4.785 -0.377 3.199 0.09
C -3.271 -3.130 0.159 -0.63
H -5.626 -2.063 -1.854 0.09
C -1.784 7.512 -1.679 -0.01
C 6.820 -0.490 4.023 -0.09
H -2.347 -4.874 -3.507 0.08
H -3.573 2.856 3.380 0.08
O 3.774 -0.868 -2.759 0.08
H -0.405 -1.414 -3.093 0.05
H 2.570 2.863 2.632 0.11
H 3.344 -3.041 3.813 0.11
O -3.615 -3.320 1.414 0.00
H 1.777 3.140 -0.080 0.10
H 1.666 -3.342 -2.559 0.09
```

Lowest unoccupied orbital energy in hartree: 0.0027
Highest occupied orbital energy in eV: -9.979
Largest force on an atom in Eh/bohr: 0.048
Frontier orbital gap in eV: 10.05
Molecular weight in Da: 972.85
ΔE to the lowest compared entry with this formula, charge and spin in kJ/mol: 0.0

2.
C36H60OP2Ru as an isolated structure. Source: the OMol25 dataset; level of theory: ωB97M-V/def2-TZVPD.

```
100
Properties=species:S:1:pos:R:3:mulliken_spin:R:1
H -3.953 -1.131 1.159 0.00
H -6.115 2.050 4.669 0.00
H 0.052 -4.738 3.043 0.00
H -2.780 -1.672 -1.238 0.00
H -1.845 1.097 3.585 0.00
C 0.378 -4.050 2.247 0.01
C -4.425 4.921 2.717 0.31
C -1.126 0.418 4.054 -0.02
H -4.178 2.801 6.103 0.00
H -1.139 -2.960 -2.237 -0.01
C 1.295 -1.563 -0.305 0.00
C 7.526 -0.664 -5.039 0.02
H 1.119 1.648 -1.443 0.02
H -3.908 5.585 0.665 0.00
C -3.889 4.763 1.398 -0.09
H 2.221 -0.742 -2.076 -0.01
H -3.531 0.593 4.155 0.01
C 3.383 -0.697 -5.118 0.04
C -1.172 -0.813 3.273 0.09
H 1.930 -2.230 3.744 0.00
H 9.450 -1.000 -2.654 0.00
H 2.487 -0.518 -4.507 -0.01
H -1.866 -4.068 0.312 0.00
C -3.385 3.523 1.016 0.04
H 1.470 -0.549 4.155 0.00
C -4.430 3.829 3.624 -0.07
H -4.466 4.695 -1.206 0.00
H 1.447 -3.856 2.376 0.00
H -2.739 5.122 -1.217 0.00
H -1.312 0.267 5.121 0.01
H 8.072 0.201 -4.630 0.00
H -2.995 -4.251 1.683 0.01
C -3.455 4.310 -1.382 0.00
H -4.934 3.891 4.602 0.01
P 4.867 -0.139 -4.181 0.36
Ru -0.343 -1.105 0.933 1.69
C 1.766 -0.393 -1.136 0.10
H -5.274 2.551 -0.449 0.00
C 4.557 1.677 -4.236 0.05
C 0.127 -2.327 -0.655 -0.01
O -1.961 1.930 2.006 0.23
C -4.078 1.496 4.399 0.00
H -3.292 -3.007 0.449 0.00
H 5.444 2.191 -3.846 0.00
H 2.090 -2.112 0.221 -0.05
H 7.496 -4.277 -3.973 0.00
C -3.849 2.608 3.335 0.11
H -4.336 1.763 -1.737 0.00
H 0.218 0.498 -2.409 0.00
C -1.697 -2.536 1.796 0.02
C -1.605 -0.123 -0.440 -0.03
H 6.199 0.749 -6.024 0.01
H -5.892 0.788 3.455 0.00
H -5.778 0.389 5.187 0.00
C -2.504 -3.518 1.017 0.01
H -3.577 0.250 2.173 0.03
C -3.627 1.912 5.799 0.02
C -0.729 -2.008 -1.869 0.00
H 8.195 -3.428 -5.395 0.02
C -3.054 2.590 2.106 0.34
H 5.758 -0.960 -6.294 0.00
H 0.202 -4.531 1.283 0.00
C -3.234 3.127 -0.440 0.01
H 3.472 -1.776 -5.296 0.00
H -4.298 -1.221 2.876 0.00
H 0.162 -3.396 -0.401 0.01
H 3.289 -0.171 -6.076 0.01
C 6.143 -0.243 -5.553 0.00
H 2.573 0.119 -0.592 -0.01
H -0.114 -1.574 -2.666 0.01
H -3.397 3.995 -2.430 0.00
H 9.357 -2.768 -2.476 0.00
H -2.254 -0.519 -2.448 -0.01
P 7.421 -1.891 -3.629 0.39
C -1.911 -1.064 -1.550 0.07
H 4.353 2.013 -5.261 0.01
C 0.662 0.643 -1.408 0.12
H -4.174 1.230 -0.050 -0.01
H -4.940 5.835 2.981 0.01
C -4.312 2.094 -0.701 0.02
C -0.082 -1.716 3.262 0.42
H 0.894 -1.890 5.156 0.01
H -0.527 1.596 0.197 -0.17
H 6.412 -3.499 -5.157 0.00
C -3.576 -0.843 2.146 -0.03
H -2.242 2.674 -0.608 0.02
H -2.561 2.137 5.840 0.00
H 3.702 1.910 -3.587 -0.01
H -3.839 1.128 6.535 0.00
H -2.474 0.392 -0.012 -0.01
C -5.556 1.145 4.430 0.03
C -0.372 -2.772 2.345 -0.12
C 1.121 -1.592 4.120 -0.01
H 8.130 -1.112 -5.841 0.01
C 7.384 -3.424 -4.654 0.03
C -2.205 -1.324 2.394 -0.08
H -0.175 0.959 3.966 -0.02
H 9.857 -2.058 -4.045 0.02
C -0.402 0.653 -0.359 0.00
C 9.203 -1.934 -3.173 0.05
```

Lowest unoccupied orbital energy (alpha / beta) in hartree: -0.1479 / -0.3144
Highest occupied orbital energy (alpha / beta) in eV: -11.954 / -12.972
Largest force on an atom in Eh/bohr: 0.058
Spin multiplicity: 5
Total charge: +2
Frontier orbital gap (alpha / beta) in eV: 7.93 / 4.42
Molecular weight in Da: 671.89
ΔE to the lowest compared entry with this formula, charge and spin in kJ/mol: 0.0